DFT (ωB97M-V/def2-TZVPD) results for C8H11N in the gas phase in a non-equilibrium geometry.

Structure (XYZ):
```
20
C8H11N ωB97M-V/def2-TZVPD
C -2.2205 -0.2341 -0.3484
C -1.6629 0.9877 -0.4874
C -0.2443 1.4581 0.2466
C 1.3543 1.0813 -0.0130
N 1.9598 -0.0679 -0.7567
C 1.6170 -1.3243 0.0440
C 0.0970 -0.8637 0.1654
C -1.4839 -1.3684 0.3466
C 0.3692 0.5055 1.0230
H -3.1426 -0.3533 -0.9840
H -2.0042 1.6439 -1.1545
H -0.1503 2.5938 0.6957
H 1.9375 1.9496 -0.0128
H 1.8748 -0.0066 -1.8514
H 1.7505 -2.1432 -0.6933
H 2.4099 -1.2186 1.0128
H -0.1263 -0.4736 -0.8407
H -1.8150 -1.3026 1.3410
H -1.7084 -2.3103 -0.1800
H 0.2984 0.6443 2.1033
```

Calculated values
Energy relative to the best compared isomer or geometry (same formula, charge and spin)   120.1 kcal per mole
Structure (SMILES)   C1=C[C@@H]2[C@@H]3NC[C@@H](C1)[C@H]23
E_LUMO   1.1 eV
Charge   0
DFT total energy   -365.94674 Eh
Strongest force on any atom   5.86 eV/A
Gap between HOMO and LUMO   9.042 eV
HOMO   -7.957 eV

DFT (ωB97M-V/def2-TZVPD) results for a molecular structure, C6H6.

Structure (XYZ):
```
12
C6H6 ωB97M-V/def2-TZVPD
C 0.9939 1.2728 0.4101
C -0.0793 0.2126 0.6861
C -0.9468 -0.0395 -0.4819
C -1.4636 -0.6053 -1.4426
C 0.4123 -1.1871 0.7695
C 0.6359 -2.3929 0.5274
H 1.5915 0.9793 -0.4565
H 0.5569 2.2625 0.2413
H 1.6553 1.3198 1.2782
H -0.7037 0.5023 1.5421
H -2.0038 -0.9353 -2.3065
H -0.6485 -1.3892 -0.7672
```

Calculated values
Energy relative to the best compared isomer or geometry (same formula, charge and spin)   192.3 kcal per mole
E_LUMO   -0.4 eV
Charge   0
DFT total energy   -231.91980 Eh
Strongest force on any atom   0.92 eV/A
Gap between HOMO and LUMO   8.105 eV
HOMO   -8.544 eV

DFT (ωB97M-V/def2-TZVPD) results for 2 unconnected molecules or ions with the total composition C15H25NO4 in a non-equilibrium geometry.

Structure (XYZ):
```
45
C15H25NO4 ωB97M-V/def2-TZVPD
C -4.1126 -0.3266 0.6857
C -2.7627 0.3852 0.5430
C -2.5037 0.8762 -0.8913
C -1.5774 -0.3169 -1.1581
C -1.6169 -0.6843 0.4066
C -0.4433 -0.5081 1.3160
C 0.5389 -1.6797 1.3770
C 1.9935 -1.1884 1.1350
C 2.1048 -0.2501 -0.2497
C 2.0303 -0.9048 -1.7212
C 0.6183 -1.3270 -2.1106
C -0.3748 -0.1712 -2.0294
C -0.2220 0.9227 -2.8102
O 1.4060 0.8262 -0.1157
O 4.0371 3.1506 -1.8001
N 3.5252 3.9690 -1.0251
O 4.0839 4.8584 -0.3524
C 2.5494 -0.3448 2.3144
O 2.7728 -2.3443 0.9224
C -2.5389 1.4607 1.5759
H -4.1835 -0.7986 1.6742
H -4.9515 0.3672 0.5945
H -4.2385 -1.1079 -0.0635
H -3.3692 0.8839 -1.5556
H -1.9945 1.8423 -0.9228
H -2.1627 -1.1266 -1.6290
H -2.0159 -1.7105 0.4781
H 0.1563 0.3864 1.0006
H -0.7879 -0.2915 2.3475
H 0.4695 -2.1536 2.3791
H 0.2950 -2.4507 0.6395
H 3.1946 -0.0001 -0.1752
H 2.3867 -0.1242 -2.4267
H 2.7245 -1.7667 -1.7380
H 0.6714 -1.7027 -3.1451
H 0.2751 -2.1725 -1.5088
H 0.6987 1.1117 -3.3594
H -1.0347 1.6347 -2.9293
H 2.0603 0.6303 2.3242
H 2.4052 -0.8317 3.2889
H 3.6303 -0.1902 2.1941
H 3.7150 -2.0827 0.9807
H -1.5769 1.9669 1.4182
H -3.3199 2.2308 1.5229
H -2.5551 1.0532 2.5988
```

Calculated values
Energy relative to the best compared isomer or geometry (same formula, charge and spin)   153.9 kcal per mole
E_LUMO (alpha / beta)   -1.5 / -2.5 eV
Charge   0
DFT total energy   -942.00367 Eh
Strongest force on any atom   4.20 eV/A
Gap between HOMO and LUMO (alpha / beta)   6.839 / 5.919 eV
HOMO (alpha / beta)   -8.308 / -8.403 eV

DFT (ωB97M-V/def2-TZVPD) results for a molecular structure, C18H41N2P3PtS2 in a non-equilibrium geometry.

Structure (XYZ):
```
67
C18H41N2P3PtS2 ωB97M-V/def2-TZVPD
Pt -0.3425 0.5811 0.3411
P 1.7030 0.9183 1.7112
P -2.1316 1.9201 0.8301
P 0.6761 1.3934 -1.5960
H 0.1152 -3.6318 0.7960
C 1.1453 -3.5017 0.4353
C 1.9735 -2.7811 1.1876
H 1.6851 -2.4893 2.2522
C 2.2966 0.3061 3.3453
C 1.4877 2.6750 2.2418
C 3.3405 0.9640 0.8528
C -3.5692 1.0473 0.1018
C -2.4364 2.1470 2.6161
C -1.9078 3.5656 0.0690
C 2.0489 0.3829 -2.2736
C 1.3899 3.0886 -1.3825
C -0.6483 1.6480 -2.8386
H 1.2770 -3.9398 -0.5833
H 2.7480 -2.1325 0.7149
H 2.6095 -0.7349 3.2604
H 1.4816 0.2642 4.0848
H 3.1472 0.9324 3.6864
H 0.5844 2.7522 2.8640
H 1.4199 3.3514 1.3815
H 2.3442 2.9847 2.8571
H 3.4558 0.0501 0.2516
H 4.1488 1.0013 1.6054
H 3.4437 1.8466 0.2065
H -4.4491 1.7221 0.0895
H -3.7542 0.1486 0.7235
H -3.2985 0.7126 -0.9197
H -3.1876 2.9527 2.7557
H -1.4823 2.4271 3.1048
H -2.7998 1.1789 3.0221
H -2.8073 4.1793 0.2728
H -1.7615 3.4543 -1.0230
H -1.0021 4.0299 0.5056
H 1.7535 -0.0046 -3.2519
H 2.2993 -0.4766 -1.6223
H 2.9109 1.0520 -2.4670
H 1.6597 3.4323 -2.3968
H 2.2751 3.0484 -0.7272
H 0.6282 3.7578 -0.9504
H -0.3406 1.0879 -3.7391
H -0.6856 2.7421 -3.0448
H -1.6124 1.2183 -2.4875
C -1.0229 -2.5863 -3.0375
C -2.0291 -2.3950 -3.9833
C -2.0752 -3.1722 -5.1254
C -1.0663 -4.0999 -5.3489
C -0.0518 -4.3434 -4.4246
C -0.0260 -3.5549 -3.2887
S -0.6529 -1.5541 -1.6061
H -1.3242 -1.0632 -0.3105
H -2.7769 -1.6270 -3.8206
H -2.8423 -3.0673 -5.8822
H -0.9934 -4.6300 -6.2697
H 0.7107 -5.1196 -4.5682
H 0.7723 -3.6444 -2.5545
N -0.3777 -2.4508 4.2004
C -0.6696 -1.2148 3.7065
N -0.5047 -0.2234 4.6002
S -1.2984 -1.0274 2.0998
H -0.0006 -2.5943 5.1488
H -0.4893 -3.2563 3.6533
H -0.8351 0.7171 4.3814
H -0.2785 -0.3649 5.5667
```

Calculated values
Energy relative to the best compared isomer or geometry (same formula, charge and spin)   96.0 kcal per mole
E_LUMO (alpha / beta)   -12.7 / -16.1 eV
Charge   +4
DFT total energy   -2758.04479 Eh
Strongest force on any atom   4.12 eV/A
Gap between HOMO and LUMO (alpha / beta)   5.927 / 4.094 eV
Multiplicity   5
HOMO (alpha / beta)   -18.673 / -20.228 eV
<S²>   6.04